Entry from the Open Molecules 2025 dataset: a structure of composition C34H43Cl2N2OP3Zr (ωB97M-V/def2-TZVPD).

Computed properties:
* HOMO energy: -10.9 eV
* total charge: +2
* M: 750.783 g mol⁻¹
* gap between HOMO and LUMO: 3.80 eV
* ΔE to the lowest compared entry with this formula, charge and spin: 0.00 kJ/mol

Cartesian coordinates (Å):
P: -2.32 4.76 -3.59
C: -3.48 5.03 -2.30
C: -3.70 6.37 -1.85
H: -2.93 7.12 -1.99
C: -4.93 6.69 -1.27
H: -5.17 7.74 -1.02
C: -5.87 5.69 -1.02
H: -6.85 5.96 -0.61
C: -5.55 4.34 -1.25
H: -6.25 3.57 -0.94
C: -4.36 4.00 -1.88
H: -4.09 2.97 -2.09
C: -0.60 4.98 -3.17
C: -0.24 5.30 -1.84
H: -0.97 5.18 -1.03
C: 1.01 5.86 -1.57
H: 1.28 6.12 -0.55
C: 1.91 6.12 -2.60
H: 2.85 6.64 -2.40
C: 1.60 5.72 -3.90
H: 2.32 5.91 -4.70
C: 0.37 5.13 -4.20
H: 0.13 4.87 -5.22
C: -2.61 3.59 -4.87
C: -3.30 4.05 -6.03
H: -3.78 5.03 -5.99
C: -3.30 3.26 -7.17
H: -3.78 3.61 -8.10
C: -2.73 1.99 -7.14
H: -2.75 1.36 -8.04
C: -2.15 1.49 -5.96
H: -1.75 0.48 -5.95
C: -2.08 2.29 -4.82
H: -1.65 1.93 -3.89
Zr: 0.11 -0.56 0.18
C: 2.26 -0.08 -0.72
C: 2.49 0.87 -1.63
H: 3.08 -0.72 -0.38
C: 1.32 1.75 -2.13
O: 1.15 1.38 -3.53
H: 0.45 1.93 -3.93
C: 0.12 1.51 -1.36
H: 1.55 2.82 -1.97
C: -0.70 1.21 -0.45
Cl: 1.52 -1.79 1.73
Cl: -1.92 -0.90 1.54
P: 0.41 1.71 1.92
C: 0.08 1.06 3.56
H: 0.81 0.27 3.80
H: -0.92 0.60 3.57
H: 0.13 1.88 4.28
C: 2.14 2.26 1.89
H: 2.32 2.87 1.00
H: 2.80 1.39 1.85
H: 2.33 2.85 2.79
C: -0.53 3.25 1.87
H: -1.55 3.04 1.54
H: -0.07 3.96 1.16
H: -0.54 3.68 2.87
P: 4.14 1.19 -2.31
C: 5.32 0.35 -1.26
C: 4.44 2.97 -2.34
H: 4.99 -0.68 -1.08
H: 5.41 0.90 -0.31
H: 6.29 0.33 -1.76
H: 3.73 3.48 -3.02
H: 5.47 3.14 -2.70
H: 4.35 3.38 -1.32
C: 4.19 0.56 -4.01
H: 4.01 -0.53 -3.98
H: 5.19 0.76 -4.42
H: 3.42 1.07 -4.60
H: -1.73 1.41 -0.20
N: -0.92 -5.32 -3.68
C: -0.94 -4.10 -3.09
C: -1.80 -3.85 -2.00
C: -1.61 -2.72 -1.25
N: -0.58 -1.86 -1.51
C: 0.07 -1.95 -2.71
C: -0.08 -3.06 -3.50
H: -1.49 -6.08 -3.35
H: -0.27 -5.54 -4.42
H: -2.56 -4.58 -1.71
H: -2.26 -2.48 -0.39
H: 0.72 -1.10 -3.00
H: 0.53 -3.17 -4.40